Computed, not measured: C45H44P2Pb as an isolated structure at a distorted geometry, with ωB97M-V/def2-TZVPD.

The geometry in XYZ format:
```
92
Properties=species:S:1:pos:R:3
Pb -0.352 -1.742 1.022
C 0.875 4.753 -3.289
C 1.962 4.323 -2.637
C 2.745 4.966 -1.522
C 2.056 6.102 -0.735
C 0.776 5.666 -0.065
C -0.457 5.593 -0.579
C -0.956 5.926 -1.960
C 0.095 6.030 -3.088
C -1.583 -2.657 2.481
H 0.472 4.086 -4.051
H 2.360 3.355 -2.945
H 3.699 5.341 -1.926
H 3.023 4.173 -0.814
H 2.757 6.437 0.039
H 1.894 6.963 -1.386
H 0.890 5.341 0.970
H -1.241 5.238 0.092
H -1.524 6.869 -1.918
H -1.690 5.158 -2.241
H -0.441 6.258 -4.017
H 0.757 6.878 -2.906
H -2.463 -3.122 2.027
H -1.921 -1.925 3.226
H -1.009 -3.432 3.006
P 0.957 -0.728 -0.528
P -0.682 0.349 1.841
C 1.088 1.053 -0.118
C 0.393 1.517 0.928
C 2.704 -1.225 -0.712
C 3.716 -0.314 -1.049
C 5.040 -0.738 -1.133
C 5.362 -2.075 -0.883
C 4.359 -2.986 -0.551
C 3.033 -2.563 -0.465
C 0.327 -0.677 -2.240
C -1.048 -0.514 -2.461
C -1.569 -0.595 -3.751
C -0.724 -0.852 -4.833
C 0.644 -1.027 -4.618
C 1.169 -0.942 -3.329
C -0.311 0.720 3.584
C 0.799 0.140 4.213
C 1.019 0.336 5.576
C 0.127 1.104 6.325
C -0.989 1.674 5.708
C -1.210 1.482 4.346
C -2.328 1.101 1.573
C -3.445 0.259 1.656
C -4.721 0.760 1.401
C -4.889 2.104 1.065
C -3.780 2.949 0.985
C -2.503 2.451 1.237
H 1.709 1.706 -0.730
H 0.420 2.568 1.215
H 3.464 0.723 -1.259
H 5.820 -0.030 -1.395
H 6.395 -2.405 -0.953
H 4.608 -4.027 -0.363
H 2.236 -3.259 -0.213
H -1.711 -0.330 -1.620
H -2.635 -0.461 -3.911
H -1.130 -0.917 -5.838
H 1.305 -1.233 -5.455
H 2.234 -1.080 -3.168
H 1.487 -0.472 3.636
H 1.886 -0.113 6.052
H 0.298 1.256 7.387
H -1.690 2.266 6.289
H -2.080 1.924 3.870
H -3.293 -0.783 1.929
H -5.584 0.103 1.473
H -5.884 2.496 0.872
H -3.911 3.997 0.728
H -1.642 3.112 1.185
C -1.814 -8.023 1.162
C -2.043 -6.995 2.050
C -1.655 -5.687 1.750
C -1.002 -5.324 0.525
C -0.510 -3.983 0.110
C 0.057 -3.940 -1.180
C 0.208 -5.029 -2.015
C -0.207 -6.270 -1.616
C -0.807 -6.440 -0.375
C -1.204 -7.750 -0.046
H -2.115 -9.033 1.410
H -2.531 -7.212 2.994
H -1.930 -5.069 2.545
H 0.420 -3.039 -1.587
H 0.668 -4.906 -2.988
H -0.062 -7.109 -2.288
H -1.038 -8.573 -0.730
```

Results
ΔE to the lowest compared entry with this formula, charge and spin ... 1.640 eV
Orbital gap ... 5.9 eV
E_HOMO ... -0.2083 hartree


Computed, not measured: one molecule with the formula C2H2INO3 at a distorted geometry, with ωB97M-V/def2-TZVPD.

The geometry in XYZ format:
```
9
Properties=species:S:1:pos:R:3
C 1.858 1.372 0.332
C 0.203 0.574 0.800
N -0.918 1.407 0.488
O -1.231 1.177 -0.693
O 1.991 2.526 0.176
O -1.358 2.240 1.185
I 3.299 -0.122 -0.047
H 0.528 0.526 1.826
H -0.013 -0.241 0.103
```

Results
ΔE to the lowest compared entry with this formula, charge and spin ... 4.966 eV
Orbital gap ... 9.3 eV
E_HOMO ... -0.3816 hartree
Structure (SMILES) ... O=C(I)C[N+](=O)[O-]


Computed, not measured: C8H14IN2O5 as an isolated structure, with ωB97M-V/def2-TZVPD.

The geometry in XYZ format:
```
30
Properties=species:S:1:pos:R:3
C -1.450 0.684 -0.081
N -0.273 1.580 -0.106
C -0.068 2.243 1.180
C 0.904 0.934 -0.583
O 1.632 1.472 -1.369
C 1.286 -0.476 -0.117
O 1.608 -0.408 1.292
C 1.523 -1.564 1.969
O 1.831 -2.627 1.525
N 1.009 -1.429 3.301
C -0.446 -1.146 3.262
I 2.086 -0.010 4.344
H -1.801 0.554 0.952
H -1.234 -0.277 -0.537
H -2.248 1.123 -0.679
H 0.210 1.559 1.994
H -1.002 2.736 1.456
H 0.699 3.015 1.085
H 2.158 -0.779 -0.694
H 0.495 -1.208 -0.279
H -0.700 -0.248 3.822
H -0.969 -2.003 3.691
H -0.788 -0.984 2.238
C -0.033 -0.419 -4.215
C -1.445 -0.364 -3.589
O -1.603 -0.975 -2.498
O -2.298 0.287 -4.224
H 0.654 -1.006 -3.605
H -0.096 -0.859 -5.213
H 0.356 0.595 -4.321
```

Results
Total charge ... -1
ΔE to the lowest compared entry with this formula, charge and spin ... 0.000 eV
Orbital gap ... 5.6 eV
E_HOMO ... -0.1572 hartree


Computed, not measured: a 2-piece molecular cluster, C4H6N2O3 overall at a distorted geometry, with ωB97M-V/def2-TZVPD.

The geometry in XYZ format:
```
15
Properties=species:S:1:pos:R:3
C 2.050 0.420 0.279
N -0.287 -1.091 -1.653
C -0.467 0.870 0.289
C -1.341 -1.486 -1.226
C 0.736 0.159 0.935
N -1.651 0.488 0.851
O -0.365 1.700 -0.591
O -2.207 -2.149 -0.833
O 0.552 -0.618 1.842
H -0.021 -0.475 -2.389
H -1.631 -0.184 1.600
H -2.504 0.935 0.567
H 2.218 -0.346 -0.480
H 2.067 1.390 -0.209
H 2.849 0.386 1.018
```

Results
ΔE to the lowest compared entry with this formula, charge and spin ... 0.710 eV
Orbital gap ... 9.9 eV
E_HOMO ... -0.3591 hartree
Structure (SMILES) ... CC(=O)C(N)=O.N=C=O


Computed, not measured: a 5-piece molecular cluster, C10H15Cl12N3O3P overall at a distorted geometry, with ωB97M-V/def2-TZVPD.

The geometry in XYZ format:
```
44
Properties=species:S:1:pos:R:3
C 0.443 -1.205 -2.278
C 1.930 -1.459 -2.023
N 2.372 -1.154 -0.647
C 3.318 -1.933 -0.069
C 3.557 -1.463 1.169
N 2.730 -0.390 1.304
C 2.605 0.434 2.519
O 1.249 0.399 2.953
N 0.849 -0.966 3.124
O -0.142 -1.167 2.557
C 2.027 -0.169 0.197
P 0.820 1.198 -0.064
O 1.179 2.310 0.825
H -0.085 -1.396 -1.341
H 0.260 -0.156 -2.493
H 0.055 -1.830 -3.069
H 2.583 -0.992 -2.763
H 2.084 -2.526 -2.150
H 3.794 -2.799 -0.490
H 4.221 -1.806 1.937
H 3.192 -0.025 3.313
H 2.880 1.466 2.354
H 0.836 1.613 -1.409
H -0.467 0.724 0.272
C -2.379 3.276 2.135
Cl -3.407 1.844 1.992
Cl -1.622 3.645 0.585
Cl -3.298 4.659 2.719
H -1.596 3.058 2.851
C -6.282 3.956 -0.103
Cl -7.313 2.531 -0.245
Cl -5.519 4.326 -1.653
Cl -7.204 5.339 0.484
H -5.502 3.739 0.616
C -3.995 -2.285 2.511
Cl -4.367 -2.480 4.222
Cl -4.474 -3.715 1.596
Cl -4.772 -0.838 1.861
H -2.924 -2.165 2.411
C 4.448 -2.392 -5.228
Cl 5.893 -1.539 -5.738
Cl 4.753 -3.323 -3.753
Cl 3.107 -1.260 -4.979
H 4.162 -3.083 -6.010
```

Results
Total charge ... +1
Orbital gap ... 8.4 eV
E_HOMO ... -0.4561 hartree


Computed, not measured: a 2-piece molecular cluster, CH5NO2 overall at a distorted geometry, with ωB97M-V/def2-TZVPD.

The geometry in XYZ format:
```
9
Properties=species:S:1:pos:R:3
C -1.270 -0.179 -0.554
N -1.374 0.061 0.778
O -0.120 -0.158 -1.020
H -2.142 -0.418 -1.089
H -0.541 0.145 1.265
H -2.165 0.467 1.265
H 1.823 0.186 0.112
H 2.947 -0.348 -0.799
O 2.841 0.245 0.043
```

Results
Expectation value of S² ... 0.758
Total charge ... +1
Spin multiplicity ... 2
ΔE to the lowest compared entry with this formula, charge and spin ... 1.554 eV
Orbital gap (spin up / spin down) ... 9.9 / 4.4 eV
E_HOMO (spin up / spin down) ... -0.5781 / -0.5551 hartree


Computed, not measured: one molecule with the formula C4H6N4 at a distorted geometry, with ωB97M-V/def2-TZVPD.

The geometry in XYZ format:
```
14
Properties=species:S:1:pos:R:3
C 0.310 0.772 2.623
C 0.920 1.183 0.237
C -0.481 -0.397 -0.727
C -0.524 -0.639 0.821
N 0.254 1.184 3.690
N 1.479 2.298 0.312
N 0.720 0.404 -0.918
N 0.236 0.511 1.297
H -0.595 -1.312 -1.260
H -1.317 0.212 -0.936
H -1.584 -0.586 1.150
H -0.032 -1.497 1.256
H 1.671 2.806 1.145
H 0.552 0.985 -1.758
```

Results
ΔE to the lowest compared entry with this formula, charge and spin ... 1.369 eV
Orbital gap ... 10.2 eV
E_HOMO ... -0.3531 hartree
Structure (SMILES) ... [H]/N=C1/NCCN1C#N


Computed, not measured: C18H37PdSi2Te as an isolated structure, with ωB97M-V/def2-TZVPD.

The geometry in XYZ format:
```
59
Properties=species:S:1:pos:R:3
Pd 1.347 -1.460 0.441
C 3.626 -0.242 0.591
C 3.918 0.603 -0.475
C 2.968 1.670 -0.470
C 2.101 1.493 0.597
C 2.456 0.273 1.270
C 2.259 0.091 2.765
C 1.028 2.453 1.017
C 2.891 2.779 -1.484
C 5.015 0.447 -1.489
C 4.509 -1.326 1.149
H 3.059 0.595 3.336
H 2.260 -0.953 3.075
H 1.313 0.527 3.095
H 1.444 3.356 1.484
H 0.342 2.000 1.738
H 0.418 2.778 0.167
H 3.400 3.692 -1.148
H 1.853 3.056 -1.697
H 3.351 2.489 -2.433
H 5.674 1.323 -1.510
H 4.631 0.318 -2.509
H 5.641 -0.421 -1.273
H 3.955 -2.229 1.406
H 5.023 -0.993 2.062
H 5.281 -1.616 0.433
C 0.279 -3.689 0.697
Si -1.389 -2.824 0.885
C -2.517 -3.482 -0.459
C -2.127 -3.416 2.514
C -1.439 -0.963 0.866
Te -0.546 -0.144 -0.945
C -2.607 -0.068 -1.786
Si -3.343 1.610 -1.520
C -3.406 2.045 0.298
C -2.330 2.891 -2.433
C -5.103 1.716 -2.179
H 0.140 -4.662 0.220
H 0.755 -3.842 1.664
H 1.004 -3.161 -0.001
H -2.532 -4.576 -0.426
H -2.188 -3.170 -1.454
H -3.542 -3.124 -0.311
H -2.172 -4.511 2.540
H -3.145 -3.031 2.637
H -1.534 -3.081 3.371
H -0.850 -0.555 1.689
H -2.460 -0.577 0.954
H -3.168 -0.872 -1.304
H -2.533 -0.308 -2.852
H -2.405 1.987 0.738
H -4.064 1.362 0.846
H -3.784 3.063 0.439
H -1.292 2.863 -2.091
H -2.718 3.903 -2.275
H -2.339 2.689 -3.511
H -5.764 1.011 -1.666
H -5.137 1.490 -3.250
H -5.508 2.724 -2.034
```

Results
Total charge ... -1
Orbital gap ... 5.3 eV
E_HOMO ... -0.0994 hartree


| no. | energy (eV) |
| --- | --- |
| 1 | -71195.712 |
| 2 | -17834.913 |
| 3 | -29841.318 |
| 4 | -13368.269 |
| 5 | -180773.784 |
| 6 | -6692.359 |
| 7 | -10204.571 |
| 8 | -45796.240 |